{
  "formula": "C15H17N6OSSe4Tc",
  "method": "the ωB97M-V functional and the def2-TZVPD basis",
  "elements": ["Tc", "N", "C", "S", "N", "N", "C", "C", "C", "C", "C", "C", "N", "H", "H", "H", "H", "H", "H", "H", "Se", "Se", "Se", "Se", "C", "O", "H", "H", "H", "H", "N", "C", "N", "C", "C", "C", "C", "C", "C", "H", "H", "H", "H", "H", "H"],
  "coordinates": [[-0.35, 1.64, -0.21], [-0.47, 3.17, 3.90], [-0.62, 2.61, 2.69], [0.66, 2.87, 1.53], [-1.73, 1.90, 2.51], [-1.80, 1.40, 1.24], [-2.88, 0.78, 0.91], [-2.94, 0.27, -0.45], [-4.00, -0.48, -0.93], [-3.95, -0.95, -2.23], [-2.86, -0.65, -3.03], [-1.84, 0.12, -2.49], [-1.88, 0.57, -1.23], [0.34, 3.71, 4.11], [-1.20, 3.06, 4.59], [-3.69, 0.67, 1.62], [-4.85, -0.68, -0.29], [-4.77, -1.55, -2.63], [-2.78, -1.00, -4.05], [-0.98, 0.42, -3.08], [1.49, 2.06, -1.84], [1.87, 4.33, -1.87], [-0.16, 5.36, -1.52], [-1.62, 3.72, -1.02], [3.93, -0.31, 1.48], [3.12, 0.66, 0.83], [4.55, 0.12, 2.26], [4.57, -0.85, 0.77], [3.25, -1.03, 1.94], [3.68, 1.37, 0.52], [0.58, -2.09, 1.63], [0.15, -0.82, 1.54], [0.34, -0.31, 0.34], [0.93, -1.33, -0.42], [1.35, -1.36, -1.75], [1.89, -2.53, -2.22], [2.03, -3.67, -1.40], [1.62, -3.65, -0.08], [1.07, -2.46, 0.38], [0.51, -2.67, 2.44], [-0.26, -0.28, 2.37], [1.27, -0.50, -2.39], [2.23, -2.59, -3.25], [2.47, -4.57, -1.81], [1.73, -4.51, 0.56]],
  "multiplicity": 4,
  "homo_ev": [-10.3, -10.7],
  "total_energy_ev": -301235.299,
  "s_squared": 3.77,
  "total_charge": 1
}


{
  "formula": "C28H23Cl2CrN5O4S2Si",
  "method": "the ωB97M-V functional and the def2-TZVPD basis",
  "elements": ["Cr", "Cl", "C", "C", "C", "N", "C", "O", "C", "C", "C", "C", "C", "N", "C", "C", "C", "Cl", "N", "C", "O", "C", "C", "C", "C", "C", "N", "H", "H", "H", "H", "H", "H", "H", "H", "H", "H", "O", "S", "O", "N", "C", "S", "C", "C", "C", "C", "C", "C", "H", "H", "H", "H", "C", "Si", "C", "C", "H", "H", "H", "H", "H", "H", "H", "H", "H"],
  "coordinates": [[0.55, -0.02, 0.66], [7.27, -1.30, 1.16], [5.58, -1.14, 1.52], [4.78, -0.38, 0.67], [3.42, -0.28, 0.94], [2.46, 0.40, 0.23], [2.67, 1.59, -0.37], [3.64, 1.95, -1.02], [1.59, 2.53, 0.08], [1.69, 3.89, -0.16], [0.93, 4.76, 0.59], [0.12, 4.24, 1.59], [0.04, 2.87, 1.73], [0.71, 2.02, 0.97], [2.87, -0.86, 2.11], [3.69, -1.63, 2.93], [5.03, -1.78, 2.62], [6.02, -2.77, 3.65], [1.54, -0.57, 2.42], [0.74, -1.65, 2.67], [-0.06, -1.78, 3.58], [1.02, -2.65, 1.56], [1.49, -3.94, 1.68], [1.93, -4.60, 0.54], [1.88, -3.93, -0.67], [1.38, -2.64, -0.71], [0.95, -2.00, 0.38], [5.20, 0.12, -0.19], [2.39, 4.22, -0.92], [0.97, 5.83, 0.40], [-0.46, 4.89, 2.22], [-0.61, 2.43, 2.48], [3.27, -2.11, 3.81], [1.51, -4.41, 2.65], [2.31, -5.61, 0.60], [2.22, -4.40, -1.58], [1.29, -2.10, -1.64], [-4.08, 2.79, 0.46], [-3.02, 3.00, -0.49], [-2.47, 4.33, -0.53], [-1.81, 1.89, -0.36], [-1.47, 1.44, -1.54], [-0.14, 0.43, -1.78], [-2.38, 1.81, -2.64], [-2.33, 1.44, -3.97], [-3.36, 1.84, -4.82], [-4.41, 2.62, -4.34], [-4.45, 3.01, -3.01], [-3.44, 2.59, -2.18], [-1.49, 0.85, -4.33], [-3.34, 1.55, -5.86], [-5.20, 2.92, -5.02], [-5.25, 3.63, -2.62], [-3.53, -0.50, 0.29], [-1.83, -1.37, 0.49], [-1.80, -2.47, -1.11], [-2.23, -2.75, 1.77], [-4.35, -1.19, 0.49], [-3.65, -0.14, -0.74], [-3.65, 0.36, 0.94], [-2.82, -2.78, -1.37], [-1.22, -3.39, -0.95], [-1.38, -1.96, -1.97], [-3.16, -3.24, 1.48], [-2.33, -2.38, 2.78], [-1.44, -3.51, 1.79]],
  "multiplicity": 2,
  "homo_ev": [-4.6, -4.6],
  "total_energy_ev": -128066.670,
  "s_squared": 1.19,
  "total_charge": -1
}


{
  "formula": "C29H42F5I2NO9P2",
  "method": "the ωB97M-V functional and the def2-TZVPD basis",
  "elements": ["C", "C", "C", "I", "C", "C", "C", "C", "F", "F", "F", "C", "P", "O", "C", "C", "C", "O", "F", "C", "C", "O", "C", "C", "C", "C", "C", "C", "C", "C", "C", "O", "I", "C", "P", "O", "O", "O", "N", "C", "C", "O", "C", "C", "F", "H", "H", "H", "H", "H", "H", "H", "H", "H", "H", "H", "H", "H", "H", "H", "H", "H", "H", "H", "H", "H", "H", "H", "H", "H", "H", "H", "H", "H", "H", "H", "H", "H", "H", "H", "H", "H", "C", "C", "O", "H", "H", "H", "H", "H"],
  "coordinates": [[1.86, -2.13, -3.10], [2.38, -1.19, -1.95], [1.56, 0.13, -1.84], [2.03, 0.87, -3.90], [1.84, 1.12, -0.64], [3.22, 1.81, -0.93], [3.69, 3.15, -1.52], [3.51, 3.78, -2.90], [4.09, 5.02, -2.78], [2.29, 4.04, -3.36], [4.31, 3.19, -3.81], [2.17, 0.15, 0.59], [3.85, -0.69, 0.76], [4.29, -0.68, 2.17], [1.04, -0.85, 0.90], [1.20, -1.70, 2.18], [1.23, -1.00, 3.53], [2.01, -0.19, 3.93], [0.28, -1.45, 4.41], [-0.39, -0.18, 0.63], [-1.41, -1.08, 1.31], [-1.30, -2.36, 0.64], [-2.32, -2.50, -0.30], [-2.19, -2.06, -1.62], [-3.22, -2.16, -2.52], [-4.46, -2.68, -2.15], [-4.58, -3.15, -0.85], [-3.53, -3.05, 0.07], [-0.39, 1.39, 0.74], [-0.23, 1.70, 2.27], [-1.17, 1.23, 3.41], [-0.66, 1.19, 4.49], [-3.27, 0.79, 3.58], [-1.86, 1.84, 0.42], [-2.71, 3.33, 1.05], [-4.15, 3.06, 1.07], [-2.35, 3.89, 2.53], [-2.60, 4.65, 0.08], [0.66, 2.03, -0.18], [0.08, 2.41, -1.54], [-0.78, 3.66, -1.85], [-1.84, 3.60, -2.40], [1.15, 3.35, 0.32], [2.15, 3.54, 1.47], [0.09, 4.20, 0.71], [0.83, -1.89, -3.41], [1.81, -3.16, -2.73], [2.57, -2.17, -3.94], [3.43, -0.96, -2.23], [2.44, -1.87, -1.10], [0.52, -0.17, -2.02], [3.83, 1.05, -1.44], [3.72, 1.88, 0.05], [4.79, 3.11, -1.47], [3.52, 3.97, -0.81], [2.35, 0.87, 1.41], [3.78, -2.06, 0.37], [4.87, -0.09, -0.01], [0.98, -1.65, 0.14], [2.16, -2.25, 2.12], [0.49, -2.54, 2.26], [-0.68, -0.32, -0.43], [-1.35, -1.24, 2.39], [-2.48, -0.85, 1.16], [-1.26, -1.61, -1.98], [-3.13, -1.79, -3.55], [-5.30, -2.74, -2.84], [-5.55, -3.56, -0.56], [-3.74, -3.41, 1.08], [0.77, 1.36, 2.61], [-0.16, 2.77, 2.52], [-2.57, 1.09, 0.80], [-2.16, 1.75, -0.64], [-1.79, 4.68, 2.46], [-3.38, 5.19, 0.28], [0.95, 2.67, -2.16], [-0.55, 1.61, -1.96], [-0.38, 4.68, -1.64], [1.51, 3.96, -0.52], [2.91, 2.79, 1.71], [2.71, 4.47, 1.26], [1.66, 3.78, 2.43], [-2.22, -7.03, 0.83], [-3.74, -7.31, 0.97], [-4.33, -6.96, -0.17], [-2.04, -5.97, 0.65], [-1.69, -7.31, 1.76], [-1.77, -7.61, 0.02], [-4.05, -6.77, 1.91], [-3.81, -8.39, 1.29]],
  "homo_ev": -3.9,
  "total_energy_ev": -99029.324
}


{
  "formula": "C11H20ClN2",
  "method": "the ωB97M-V functional and the def2-TZVPD basis",
  "elements": ["C", "C", "C", "N", "C", "N", "C", "C", "C", "C", "C", "Cl", "C", "C", "H", "H", "H", "H", "H", "H", "H", "H", "H", "H", "H", "H", "H", "H", "H", "H", "H", "H", "H", "H"],
  "coordinates": [[3.45, 0.68, -1.58], [2.43, 1.00, -0.40], [1.12, 0.47, -0.89], [0.20, 1.38, -1.23], [0.72, -0.93, -0.98], [-0.41, -1.21, -1.80], [0.34, -1.31, 0.47], [1.48, -1.73, 1.32], [-0.83, -0.97, 1.03], [-1.91, -0.17, 0.40], [-2.84, -0.72, -0.35], [-4.31, 0.10, -0.89], [-2.01, 1.22, 1.00], [-2.98, 1.09, 2.20], [3.09, 1.03, -2.52], [3.74, -0.38, -1.62], [4.29, 1.29, -1.24], [2.35, 2.03, -0.32], [2.83, 0.50, 0.58], [-0.80, 1.21, -1.49], [0.48, 2.35, -1.05], [1.66, -1.54, -1.12], [-0.28, -1.14, -2.86], [-0.71, -2.11, -1.70], [2.20, -2.31, 0.79], [1.12, -2.33, 2.11], [2.23, -1.04, 1.77], [-1.05, -1.33, 2.11], [-2.66, -1.70, -0.77], [-1.02, 1.35, 1.34], [-2.39, 2.02, 0.24], [-2.81, 1.90, 2.87], [-2.72, 0.24, 2.69], [-3.99, 1.05, 1.88]],
  "homo_ev": -12.0,
  "total_energy_ev": -27225.313,
  "total_charge": 1,
  "smiles": "CCC(=[NH2+])[C@H](N)/C(C)=C\\C(=C\\Cl)CC"
}


{
  "formula": "C5H11N3",
  "method": "the ωB97M-V functional and the def2-TZVPD basis",
  "elements": ["C", "C", "C", "C", "C", "N", "N", "N", "H", "H", "H", "H", "H", "H", "H", "H", "H", "H", "H"],
  "coordinates": [[-0.15, -1.48, 1.17], [-0.42, 1.54, 1.08], [1.57, 1.27, -0.49], [-0.64, -0.69, -1.09], [0.18, 0.80, -0.09], [-1.17, -1.69, -1.79], [-0.73, 0.60, -1.16], [0.23, -0.82, -0.06], [-1.56, -1.41, -2.68], [-0.62, -2.53, -1.82], [-1.14, -1.15, 1.52], [-0.18, -2.57, 1.03], [0.59, -1.27, 1.95], [2.27, 1.17, 0.35], [1.96, 0.70, -1.33], [0.10, 1.28, 2.01], [-1.48, 1.30, 1.22], [-0.33, 2.62, 0.95], [1.53, 2.33, -0.77]],
  "homo_ev": -8.3,
  "total_energy_ev": -9832.770
}


{
  "formula": "C25H31O8S2",
  "method": "the ωB97M-V functional and the def2-TZVPD basis",
  "elements": ["C", "C", "C", "C", "C", "C", "O", "O", "C", "C", "C", "O", "O", "C", "C", "H", "H", "H", "H", "H", "H", "H", "H", "H", "H", "H", "H", "H", "H", "H", "H", "H", "H", "H", "C", "C", "C", "C", "S", "C", "C", "S", "C", "C", "C", "C", "C", "C", "O", "O", "O", "O", "C", "C", "H", "H", "H", "H", "H", "H", "H", "H", "H", "H", "H", "H"],
  "coordinates": [[1.12, 0.56, -4.75], [0.47, -0.29, -3.67], [1.05, -1.69, -3.62], [0.48, -2.49, -2.45], [0.56, -1.98, -1.04], [-0.57, -2.39, -0.22], [-0.72, -2.39, 1.01], [-1.54, -2.90, -1.01], [-2.69, -3.34, -0.27], [-3.51, -4.12, -1.25], [1.90, -2.12, -0.47], [2.23, -2.18, 0.70], [2.79, -2.27, -1.50], [4.16, -2.25, -1.10], [5.01, -2.70, -2.25], [0.74, 1.57, -4.72], [2.20, 0.59, -4.61], [0.93, 0.15, -5.74], [0.57, 0.18, -2.69], [-0.60, -0.36, -3.85], [0.77, -2.25, -4.52], [2.15, -1.67, -3.58], [-0.58, -2.65, -2.67], [1.02, -3.46, -2.42], [-2.36, -3.96, 0.57], [-3.21, -2.44, 0.11], [-4.41, -4.45, -0.74], [-3.78, -3.53, -2.12], [-2.98, -5.02, -1.60], [4.41, -1.21, -0.80], [4.29, -2.92, -0.24], [6.05, -2.68, -1.91], [4.80, -3.73, -2.58], [4.93, -2.05, -3.13], [-1.06, 5.77, 1.35], [-0.19, 5.83, 2.44], [0.79, 4.84, 2.62], [0.85, 3.77, 1.71], [2.04, 2.41, 1.89], [0.96, 0.98, 2.09], [0.71, 0.10, 1.10], [0.12, 1.06, 3.68], [-1.62, 0.85, 3.27], [-2.40, 1.97, 2.95], [-3.66, 1.76, 2.38], [-4.16, 0.46, 2.26], [-3.40, -0.64, 2.67], [-2.14, -0.44, 3.24], [0.56, 0.03, 4.57], [0.11, 2.45, 4.10], [2.73, 2.22, 0.64], [2.76, 2.60, 3.12], [-0.01, 3.71, 0.63], [-1.00, 4.69, 0.47], [-1.79, 6.56, 1.19], [-0.27, 6.64, 3.17], [1.47, 4.90, 3.46], [0.13, -0.78, 1.35], [1.15, 0.28, 0.11], [-2.03, 2.98, 3.12], [-4.23, 2.61, 2.03], [-5.15, 0.30, 1.85], [-3.76, -1.66, 2.55], [-1.55, -1.28, 3.62], [0.07, 2.88, -0.08], [-1.69, 4.60, -0.37]],
  "homo_ev": -4.0,
  "total_energy_ev": -64477.569,
  "total_charge": -1
}


{
  "formula": "C9H44B2CuN18O9",
  "method": "the ωB97M-V functional and the def2-TZVPD basis",
  "elements": ["Cu", "B", "H", "H", "H", "H", "B", "H", "H", "H", "H", "C", "O", "N", "N", "H", "H", "H", "H", "C", "O", "N", "N", "H", "H", "H", "H", "C", "O", "N", "N", "H", "H", "H", "H", "C", "O", "N", "N", "H", "H", "H", "H", "C", "O", "N", "N", "H", "H", "H", "H", "C", "O", "N", "N", "H", "H", "H", "H", "C", "O", "N", "N", "H", "H", "H", "H", "C", "O", "N", "N", "H", "H", "H", "H", "C", "O", "N", "N", "H", "H", "H", "H"],
  "coordinates": [[-0.53, 0.26, -3.34], [3.59, 0.71, -4.20], [3.10, 0.33, -5.08], [3.72, -0.06, -3.46], [4.56, 1.15, -4.39], [2.91, 1.45, -3.79], [-0.29, 0.13, 0.69], [0.60, 0.70, 0.45], [-0.43, 0.07, 1.76], [-1.17, 0.46, 0.16], [-0.11, -0.90, 0.42], [3.60, 4.73, 5.62], [3.76, 5.91, 5.74], [4.59, 4.01, 5.15], [2.57, 4.03, 5.89], [4.41, 3.04, 4.97], [5.48, 4.49, 5.14], [1.73, 4.32, 6.37], [2.53, 3.07, 5.56], [1.94, -8.47, 0.74], [2.89, -9.18, 0.91], [0.74, -8.78, 1.14], [1.96, -7.27, 0.28], [-0.05, -8.20, 0.90], [0.57, -9.65, 1.64], [2.85, -6.80, 0.37], [1.17, -6.64, 0.34], [-1.20, -5.22, -5.34], [-1.07, -4.43, -4.45], [-0.55, -5.38, -6.43], [-1.84, -6.28, -5.13], [0.23, -4.79, -6.67], [-0.76, -6.16, -7.04], [-2.10, -6.42, -4.16], [-2.05, -6.97, -5.84], [7.03, 4.39, -0.93], [7.80, 4.57, 0.03], [7.40, 3.92, -2.07], [5.73, 4.68, -0.92], [6.75, 3.84, -2.85], [8.31, 3.57, -2.36], [5.48, 5.17, -0.07], [5.06, 4.13, -1.44], [-1.32, 6.50, -3.60], [-1.14, 5.28, -3.57], [-1.96, 7.21, -2.79], [-0.48, 7.31, -4.17], [-2.64, 6.89, -2.12], [-1.93, 8.19, -3.05], [0.18, 6.93, -4.84], [-0.42, 8.29, -3.95], [-6.61, -0.58, -3.15], [-5.42, -0.45, -3.25], [-7.30, -1.57, -2.68], [-7.47, 0.36, -3.42], [-6.79, -2.36, -2.31], [-8.10, -1.72, -3.28], [-7.01, 1.24, -3.59], [-8.37, 0.18, -2.99], [-2.77, -3.72, 4.27], [-3.48, -4.47, 4.88], [-1.92, -2.91, 4.78], [-2.67, -3.69, 2.96], [-1.87, -2.94, 5.79], [-1.59, -2.27, 4.08], [-2.14, -2.97, 2.50], [-3.06, -4.39, 2.34], [5.22, -2.08, 2.98], [6.00, -2.82, 3.51], [4.00, -2.02, 3.24], [5.43, -1.20, 2.04], [3.61, -2.61, 3.95], [3.48, -1.28, 2.77], [6.32, -1.39, 1.60], [4.63, -0.97, 1.46], [-6.52, 3.75, 2.67], [-6.02, 4.43, 1.81], [-6.18, 2.57, 3.03], [-7.41, 4.27, 3.52], [-5.29, 2.19, 2.73], [-6.65, 2.26, 3.87], [-7.48, 5.27, 3.42], [-7.80, 3.76, 4.30]],
  "multiplicity": 2,
  "homo_ev": [-8.8, -8.3],
  "total_energy_ev": -101276.905,
  "s_squared": 0.76
}


{
  "formula": "C3H8O3",
  "method": "the ωB97M-V functional and the def2-TZVPD basis",
  "elements": ["O", "C", "C", "O", "C", "O", "H", "H", "H", "H", "H", "H", "H", "H"],
  "coordinates": [[1.83, 1.42, -0.07], [1.19, 0.16, -0.30], [-0.35, 0.22, -0.48], [-0.92, 1.18, 0.41], [-0.96, -1.17, -0.17], [-0.88, -1.45, 1.21], [1.43, 1.94, 0.64], [1.61, -0.18, -1.26], [1.43, -0.57, 0.50], [-0.61, 0.49, -1.53], [-0.24, 1.83, 0.62], [-1.99, -1.29, -0.53], [-0.35, -1.93, -0.68], [-1.20, -0.65, 1.65]],
  "homo_ev": -10.3,
  "total_energy_ev": -9382.286,
  "smiles": "OCC(O)CO"
}


{
  "formula": "C3H6O",
  "method": "the ωB97M-V functional and the def2-TZVPD basis",
  "elements": ["C", "C", "C", "O", "H", "H", "H", "H", "H", "H"],
  "coordinates": [[-1.10, 0.69, 0.06], [-0.48, -0.67, -0.27], [0.76, -0.32, 0.35], [1.76, 0.30, -0.20], [-0.53, 1.59, -0.18], [-1.60, 0.68, 1.07], [-1.00, -1.40, 0.20], [-0.23, -0.84, -1.31], [0.61, -0.04, 1.34], [1.81, 0.03, -1.06]],
  "homo_ev": [-7.2, -7.3],
  "total_energy_ev": -5251.823
}


{
  "formula": "C4H7N4",
  "method": "the ωB97M-V functional and the def2-TZVPD basis",
  "elements": ["C", "C", "C", "C", "N", "N", "N", "N", "H", "H", "H", "H", "H", "H", "H"],
  "coordinates": [[-2.27, 0.42, 0.66], [-1.82, -0.74, -0.17], [1.59, 0.20, 0.14], [-0.71, 0.28, -0.64], [-1.29, 1.19, 0.20], [-2.41, -1.72, -0.56], [1.87, -0.69, 1.05], [2.22, 1.16, -0.44], [-3.14, 0.74, 1.18], [-0.59, 0.60, -1.65], [-2.24, -2.46, -1.31], [1.15, -1.31, 1.18], [2.64, -0.80, 1.73], [1.80, 1.63, -1.23], [3.20, 1.51, -0.12]],
  "homo_ev": [-13.6, -13.6],
  "total_energy_ev": -10209.938,
  "total_charge": 1
}